No. 1
C20H25N | wB97M-V/def2-TZVPD

Each line ends with the Mulliken charge.
Positions of all 46 atoms, in Å:
C  0.7813  0.8436  -1.1058  -0.80
C  2.1668  0.8413  -1.2575  -1.46
C  5.0740  -1.5409  0.8791  -0.88
C  -0.3231  -0.9316  2.0334  -0.61
C  0.4378  -0.1400  1.1518  -0.50
C  5.0955  -0.1633  0.9192  -0.76
C  4.0783  -2.1617  0.1131  -0.56
C  -1.6342  -1.2991  1.7387  -0.69
C  -1.3322  -0.2789  -0.4621  -0.26
C  -0.0266  0.1235  -0.1337  0.38
C  3.1386  -0.0020  -0.5287  0.68
C  4.1706  0.6359  0.1971  0.50
C  3.1431  -1.4173  -0.6052  1.54
C  -2.1470  -0.9106  0.4749  0.67
N  -4.4563  1.3557  -0.9041  -0.39
C  4.2713  2.1705  0.3713  -1.30
C  2.1511  -2.1790  -1.4810  -1.89
C  -4.1729  2.7324  -1.3682  -0.85
C  -3.5767  -1.3160  0.0720  -1.60
C  -4.4184  1.0481  0.5436  -0.57
C  -4.6251  -0.4338  0.7697  -0.66
H  0.1942  1.4744  -1.7522  0.49
H  2.5403  1.5697  -1.9659  0.56
H  5.8019  -2.1289  1.3958  0.42
H  0.1512  -1.2464  2.9428  0.44
H  1.3896  0.2090  1.4982  0.49
H  5.8787  0.2779  1.4920  0.36
H  4.0508  -3.2364  0.0186  0.44
H  -2.2284  -1.9276  2.3726  0.50
H  -1.6882  -0.0706  -1.4326  0.55
H  -3.9023  0.6383  -1.3827  0.23
H  3.4550  2.5560  0.9923  0.29
H  4.1869  2.5906  -0.6478  0.29
H  5.1860  2.4258  0.8892  0.39
H  1.3627  -2.6212  -0.8772  0.29
H  2.6791  -3.0552  -1.9191  0.51
H  1.7214  -1.5819  -2.2514  0.38
H  -4.5006  2.8039  -2.4296  0.31
H  -4.6882  3.4657  -0.7562  0.32
H  -3.0991  2.9680  -1.2825  0.24
H  -3.7458  -2.3511  0.3600  0.45
H  -3.7448  -1.2573  -1.0002  0.55
H  -3.4251  1.3185  0.9343  0.26
H  -5.1831  1.5824  1.0984  0.47
H  -5.6240  -0.7269  0.4302  0.44
H  -4.5643  -0.6534  1.8555  0.35

Its total energy is -831.82535 a.u. The calculation puts the orbital gap at 8.706 eV. As for the HOMO energy: -0.3009 Ha. For the energy above the lowest of the compared OMol25 structures with the same formula, charge and spin, the calculation gives 2.8 kcal/mol.

=====

No. 2
C20H25N2O4S2 | wB97M-V/def2-TZVPD

Each line ends with the Mulliken charge.
Positions of all 53 atoms, in Å:
C  -4.3994  3.4761  -0.4741  -0.46
C  -4.2056  2.0152  -0.9637  -0.50
C  -2.6972  1.6894  -0.8526  -0.25
N  -2.1094  2.8538  -0.1456  0.17
C  -0.7841  3.0306  0.0973  -0.18
S  0.3888  1.8201  0.7345  -0.12
S  -0.0004  4.5154  -0.0054  -0.31
C  -3.0084  4.0055  -0.0686  -0.77
H  -4.8456  4.1050  -1.2592  0.26
H  -5.0779  3.5067  0.3904  0.24
H  -4.7906  1.3147  -0.3526  0.27
H  -4.5755  1.9062  -1.9922  0.29
H  -2.4967  0.7455  -0.3155  0.12
H  -2.2776  1.5810  -1.8719  0.17
H  -2.6757  4.8010  -0.7572  0.40
H  -2.9994  4.4187  0.9519  0.32
C  -3.2319  -3.3697  -2.1881  -1.06
N  -1.9567  -3.8018  -1.6487  0.11
C  -2.0059  -5.0270  -0.8571  -1.03
C  -1.0222  -2.8024  -1.3804  0.32
C  -0.5877  -2.5459  -0.0640  -0.70
C  0.2117  -1.4297  0.1794  -0.24
C  0.6937  -0.6092  -0.8481  0.73
C  1.5329  0.5959  -0.4554  -0.44
C  2.7928  0.3429  0.2609  -0.19
C  3.7284  1.4618  0.3015  -0.06
O  3.6436  2.4500  -0.3936  -0.68
O  4.8011  1.3787  1.1868  -0.43
C  4.6401  0.4956  2.2988  1.58
C  6.0013  0.2276  2.9639  -1.74
C  3.6485  1.0549  3.3093  -1.23
O  4.2299  -0.7990  1.8223  -0.40
C  3.1581  -0.8723  0.9418  0.71
O  2.6678  -1.9779  0.8292  -0.71
C  0.3481  -0.9328  -2.1863  -0.62
C  -0.5073  -2.0036  -2.4467  -0.54
H  -3.0702  -2.4828  -2.8134  0.36
H  -3.6635  -4.1757  -2.7887  0.30
H  -3.9334  -3.1078  -1.3756  0.28
H  -1.0087  -5.4729  -0.7560  0.31
H  -2.4261  -4.8843  0.1486  0.34
H  -2.6415  -5.7602  -1.3651  0.30
H  -0.8794  -3.1941  0.7628  0.23
H  0.4691  -1.2071  1.2099  0.37
H  1.7414  1.2420  -1.3206  0.60
H  6.6558  -0.2786  2.2495  0.40
H  6.4810  1.1516  3.3042  0.40
H  5.8426  -0.4395  3.8207  0.36
H  2.6577  1.2077  2.8637  0.18
H  3.5690  0.3598  4.1560  0.35
H  4.0234  2.0249  3.6606  0.36
H  0.7281  -0.3272  -3.0213  0.35
H  -0.7768  -2.2773  -3.4761  0.47

Its total energy is -1983.99529 a.u. Its charge is -1. The calculation puts the orbital gap at 6.855 eV. As for the HOMO energy: -0.1561 Ha.

=====

No. 3
C20H25N3O2 | wB97M-V/def2-TZVPD

Each line ends with the Mulliken charge.
Positions of all 50 atoms, in Å:
C  7.4279  1.2429  0.0166  -1.39
C  5.9452  1.0586  -0.2837  -0.16
C  5.3878  -0.1868  0.4027  -0.82
C  3.9391  -0.4909  0.0252  -0.27
C  2.9634  0.5779  0.5213  -1.26
N  1.5842  0.1888  0.2966  0.37
C  0.9207  0.6520  -0.7744  0.23
O  1.3946  1.4254  -1.5837  -0.70
C  -0.5105  0.1493  -0.9064  -0.06
N  -0.6963  -1.2165  -0.4411  0.02
C  -0.0733  -1.6581  0.6673  0.87
O  -0.2557  -2.7263  1.2124  -0.67
C  0.9569  -0.6871  1.2496  -0.89
H  0.4408  -0.1080  2.0314  0.20
H  1.7195  -1.2923  1.7452  0.47
C  -1.9182  -1.8039  -1.0077  0.28
C  -3.0275  -0.8701  -0.6147  0.08
C  -2.8494  0.4357  -0.2480  0.67
C  -4.1372  0.9632  0.0612  0.21
C  -4.6014  2.2079  0.4856  -0.38
C  -5.9529  2.3695  0.6899  -0.71
C  -6.8520  1.3199  0.4816  -0.49
C  -6.4218  0.0795  0.0615  -0.83
C  -5.0601  -0.0920  -0.1470  -0.46
N  -4.3584  -1.1907  -0.5599  -0.03
H  -4.7510  -2.0939  -0.7600  0.21
H  -7.1168  -0.7315  -0.0995  0.39
H  -7.9047  1.4876  0.6538  0.38
H  -6.3339  3.3254  1.0182  0.39
H  -3.9116  3.0225  0.6479  0.47
C  -1.5067  1.0918  -0.2037  -0.70
H  -1.5191  2.0557  -0.7158  0.50
H  -1.2041  1.2689  0.8334  0.26
C  -2.1973  -3.2500  -0.6167  -1.84
H  -2.4603  -3.3314  0.4331  0.41
H  -1.3201  -3.8637  -0.7959  0.43
H  -3.0144  -3.6288  -1.2285  0.48
H  -1.7849  -1.7733  -2.1026  0.16
H  -0.7387  0.1636  -1.9792  0.46
H  3.1173  1.5081  -0.0282  0.49
H  3.1061  0.7603  1.5903  0.29
H  3.8487  -0.5675  -1.0598  0.27
H  3.6582  -1.4570  0.4526  0.35
H  5.4625  -0.0671  1.4865  0.31
H  6.0041  -1.0448  0.1241  0.37
H  5.4008  1.9420  0.0525  0.25
H  5.8008  0.9692  -1.3621  0.30
H  7.8092  2.1357  -0.4728  0.38
H  7.5907  1.3431  1.0877  0.34
H  7.9997  0.3874  -0.3366  0.35

Its total energy is -1091.92446 a.u. The calculation puts the orbital gap at 8.651 eV. As for the HOMO energy: -0.2930 Ha. For the energy above the lowest of the compared OMol25 structures with the same formula, charge and spin, the calculation gives 2.3 kcal/mol.

=====

No. 4
C20H25N3O2S | wB97M-V/def2-TZVPD

Each line ends with the Mulliken charge.
Positions of all 51 atoms, in Å:
C  1.5997  0.1114  -6.2860  -0.84
H  1.0933  1.0595  -6.0781  0.34
O  2.2864  -0.3666  -5.1554  -0.46
C  1.5644  -0.6622  -4.0367  0.37
C  0.1927  -0.5144  -3.9060  -0.83
C  -0.4240  -0.8516  -2.7103  -0.41
C  0.3064  -1.3201  -1.6320  -0.60
C  1.7004  -1.4878  -1.7721  1.09
C  2.3117  -1.1582  -2.9643  -0.35
H  3.3730  -1.2683  -3.1107  0.48
O  2.3413  -1.9865  -0.6742  -0.47
C  3.7254  -2.2250  -0.7602  -0.97
H  4.0123  -2.6380  0.2056  0.25
H  3.9591  -2.9470  -1.5485  0.39
H  4.2806  -1.2990  -0.9382  0.38
N  -0.2682  -1.7052  -0.4193  0.04
C  -1.4972  -1.4129  0.0901  0.26
N  -2.0657  -0.2183  -0.2114  0.08
C  -3.3788  0.0757  0.3176  -1.31
C  -3.2632  0.6228  1.7504  -0.83
N  -1.9488  1.2105  1.9116  0.53
C  -1.5807  1.9780  0.7432  -0.94
C  -1.2636  0.9796  -0.3876  -0.79
H  -1.4705  1.4273  -1.3666  0.32
H  -0.2092  0.7103  -0.3455  0.44
H  -0.6893  2.5662  0.9662  0.44
H  -2.3823  2.6749  0.4383  0.29
C  -1.7596  1.9007  3.1680  -1.14
C  -0.2919  2.1045  3.4362  0.58
C  0.1885  3.2907  3.9715  -0.49
C  1.5417  3.4522  4.2171  -0.57
C  2.4278  2.4316  3.9208  -0.43
C  1.9552  1.2456  3.3824  -0.64
C  0.6035  1.0815  3.1452  -0.13
H  0.2243  0.1618  2.7266  0.41
H  2.6430  0.4455  3.1500  0.42
H  3.4837  2.5599  4.1092  0.38
H  1.9043  4.3793  4.6372  0.38
H  -0.4997  4.0928  4.2004  0.36
H  -2.2940  2.8681  3.2016  0.34
H  -2.1776  1.2635  3.9551  0.38
H  -3.3548  -0.1938  2.4705  0.43
H  -4.0755  1.3494  1.9341  0.36
H  -3.8372  0.8136  -0.3466  0.43
H  -3.9781  -0.8348  0.3054  0.59
S  -2.2315  -2.5490  1.0450  -0.37
H  0.1955  -2.4821  0.0350  0.30
H  -1.4954  -0.7678  -2.6233  0.56
H  -0.4141  -0.1539  -4.7201  0.39
H  2.3612  0.2702  -7.0479  0.25
H  0.8697  -0.6181  -6.6512  0.34

Its total energy is -1490.02809 a.u. The calculation puts the orbital gap at 8.244 eV. As for the HOMO energy: -0.2789 Ha. For the energy above the lowest of the compared OMol25 structures with the same formula, charge and spin, the calculation gives 56.6 kcal/mol.